ORCA calculation (the ωB97M-V functional and the def2-TZVPD basis) on a 2-piece molecular cluster, C3H13N3OP overall in a non-equilibrium geometry.

```
21
Properties=species:S:1:pos:R:3:forces:R:3
C -0.856869 1.746988 -1.003705 -5.17 1.90 0.34
C 1.428769 -1.900433 -1.612932 2.32 -1.07 -2.26
C -1.320711 1.447160 0.374461 6.64 -7.26 -0.83
N -2.341110 1.886028 0.898299 -3.88 1.81 3.22
N -0.507070 0.275013 0.915422 -1.21 3.79 -2.93
N 1.712602 -0.643758 -0.907343 -1.88 -1.93 2.35
O 0.980668 -0.830824 2.557634 -1.00 0.31 -0.81
P -0.672113 -0.744647 2.300409 0.88 -0.98 -0.85
H 0.121848 1.916825 -0.958823 4.10 0.57 -0.26
H -1.408333 2.681234 -1.331443 0.81 -0.97 0.03
H -1.141009 0.937260 -1.646433 0.10 -0.47 -0.34
H 1.157789 -1.690577 -2.732128 0.17 -0.41 2.22
H 2.438228 -2.536194 -1.660578 -2.20 1.03 -0.03
H 0.699654 -2.499975 -1.107288 -0.57 -0.24 0.05
H -2.941121 2.568556 0.462239 0.13 0.20 -0.26
H -2.594722 1.663327 1.862747 0.06 -0.20 -0.33
H 0.308209 0.078442 0.198400 -1.40 0.12 1.20
H 2.147951 -0.940107 0.004518 0.02 0.94 -1.43
H 2.316691 -0.233704 -1.538505 2.04 1.74 -0.59
H 1.240791 -1.152390 3.412792 0.07 -0.18 0.77
H -0.770141 -2.028223 1.512257 -0.02 1.31 0.75
```
Positions in Å, forces in eV/Å.

Computed properties:
DFT total energy: -702.699225 Eh
Net charge: +1
HOMO: -12.88 eV
Multiplicity: 1
Energy relative to the best compared isomer or geometry (same formula, charge and spin): 0.482 eV
Maximum force: 9.88 eV/Å
Lowest unoccupied orbital energy: -0.126 hartree